# 1
{"formula": "C49H29F4MgN14SSe", "method": "ωB97M-V/def2-TZVPD", "species": ["Mg", "C", "C", "C", "C", "C", "N", "C", "C", "C", "C", "C", "C", "C", "N", "C", "C", "C", "N", "C", "C", "N", "C", "C", "C", "N", "H", "H", "H", "H", "H", "H", "H", "H", "H", "H", "H", "H", "H", "H", "H", "H", "H", "H", "Se", "N", "C", "C", "C", "C", "C", "N", "C", "C", "N", "C", "C", "C", "C", "C", "N", "H", "H", "H", "H", "H", "H", "S", "C", "N", "C", "C", "C", "C", "H", "H", "H", "H", "H", "F", "C", "C", "F", "C", "C", "C", "F", "C", "C", "C", "N", "C", "N", "F", "C", "C", "N", "C", "N"], "positions_angstrom": [[0.067, -0.078, -0.200], [-3.430, 2.122, 5.247], [-2.874, 1.780, 3.899], [-2.868, 2.714, 2.862], [-2.469, 2.368, 1.589], [-2.050, 1.061, 1.288], [-1.832, 0.639, -0.008], [-2.812, 0.939, -0.883], [-4.120, 1.239, -0.413], [-5.147, 1.598, -1.236], [-4.971, 1.628, -2.621], [-6.077, 2.047, -3.520], [-3.733, 1.245, -3.116], [-2.653, 0.913, -2.297], [-1.420, 0.617, -2.896], [-1.134, 0.699, -4.220], [0.189, 0.361, -4.387], [0.646, 0.097, -3.096], [-0.336, 0.241, -2.218], [-1.954, 0.159, 2.357], [-2.370, 0.515, 3.634], [-1.504, -1.143, 2.128], [-1.963, -2.260, 2.716], [-1.143, -3.291, 2.320], [-0.209, -2.690, 1.477], [-0.453, -1.394, 1.356], [-4.105, 2.972, 5.172], [-2.633, 2.380, 5.943], [-3.972, 1.281, 5.673], [-3.215, 3.720, 3.049], [-2.493, 3.090, 0.785], [-4.316, 1.149, 0.642], [-6.112, 1.835, -0.816], [-7.024, 2.050, -2.986], [-6.159, 1.397, -4.388], [-5.892, 3.059, -3.895], [-3.633, 1.213, -4.190], [-1.842, 0.985, -4.969], [0.742, 0.325, -5.304], [1.634, -0.182, -2.789], [-2.310, -0.212, 4.430], [-2.840, -2.265, 3.332], [-1.222, -4.323, 2.589], [0.623, -3.157, 0.993], [6.169, -4.794, -0.422], [5.880, -3.206, 0.261], [4.663, -2.805, -0.056], [4.074, -1.552, 0.333], [4.768, -0.585, 1.067], [4.126, 0.597, 1.363], [2.805, 0.770, 0.953], [2.133, -0.135, 0.271], [2.745, -1.277, -0.052], [1.997, -2.233, -0.838], [0.732, -1.928, -1.126], [0.020, -2.761, -1.852], [0.530, -3.949, -2.373], [1.829, -4.299, -2.071], [2.586, -3.440, -1.269], [3.924, -3.739, -0.848], [4.572, -4.853, -1.133], [5.780, -0.794, 1.379], [4.629, 1.387, 1.896], [2.270, 1.679, 1.182], [-1.008, -2.472, -2.023], [-0.084, -4.581, -2.993], [2.286, -5.210, -2.423], [1.028, 0.570, 3.537], [0.566, 1.729, 4.640], [0.295, 3.001, 4.220], [-0.033, 4.004, 5.062], [-0.156, 3.779, 6.399], [0.077, 2.473, 6.886], [0.424, 1.476, 6.027], [0.369, 3.180, 3.223], [-0.193, 4.974, 4.620], [-0.413, 4.582, 7.069], [-0.023, 2.276, 7.940], [0.608, 0.470, 6.365], [-1.355, 3.810, -1.659], [-1.047, 3.816, -2.972], [-2.029, 4.129, -3.866], [-3.241, 4.440, -3.386], [-1.805, 4.092, -5.273], [-0.454, 3.852, -5.664], [0.534, 3.575, -4.755], [1.768, 3.303, -5.194], [0.270, 3.473, -3.363], [1.193, 2.971, -2.424], [0.790, 2.552, -1.168], [0.470, 2.082, -0.159], [2.535, 2.664, -2.697], [3.637, 2.371, -2.832], [-0.157, 3.847, -6.967], [-2.856, 4.220, -6.194], [-2.710, 4.124, -7.589], [-2.672, 4.018, -8.732], [-4.191, 4.353, -5.788], [-5.295, 4.435, -5.476]], "forces_ev_per_angstrom": [[0.5, 0.3, 0.1], [0.1, 0.0, 0.1], [-0.1, -0.1, -0.2], [0.0, 0.0, 0.0], [0.3, -0.1, 0.0], [-0.5, 0.2, 1.2], [-0.7, 0.0, -0.4], [-0.1, 0.0, 0.1], [-0.4, 0.1, 0.0], [0.1, 0.0, 0.1], [0.1, -0.1, 0.2], [-0.1, 0.1, 0.0], [0.4, -0.1, 0.0], [-0.6, 0.1, -0.1], [-0.1, 0.2, -0.8], [0.5, -0.2, -0.5], [-0.5, 0.1, 0.0], [-0.5, 0.0, -0.3], [0.5, -0.3, -0.1], [-0.3, 0.9, 0.0], [-0.1, 0.0, -0.2], [-0.6, -0.5, 0.4], [0.2, -0.5, 0.0], [-0.2, 0.2, 0.1], [-0.2, -0.2, 0.4], [0.5, 0.0, -0.2], [0.0, 0.0, 0.1], [0.0, 0.1, 0.1], [0.0, 0.0, 0.0], [-0.1, 0.1, 0.0], [0.0, 0.1, 0.0], [0.0, 0.0, 0.1], [-0.1, 0.0, 0.1], [-0.1, 0.0, 0.0], [0.0, 0.0, -0.1], [-0.1, -0.2, 0.1], [0.1, 0.0, -0.1], [-0.2, 0.1, 0.0], [0.1, 0.0, -0.2], [0.2, 0.0, 0.1], [0.1, -0.1, 0.1], [-0.1, 0.1, 0.1], [0.0, -0.2, 0.1], [0.1, 0.0, -0.2], [-0.1, 0.1, 0.0], [-0.1, 1.1, 0.5], [0.8, -1.0, -0.1], [-0.6, 0.6, 0.1], [-0.3, 0.1, -0.1], [0.1, -0.2, -0.1], [0.4, 0.5, 0.2], [0.1, -0.2, -0.1], [1.4, -0.2, 0.5], [0.3, -1.1, -0.5], [0.3, -0.2, 0.1], [-0.2, -0.4, -0.3], [0.0, 0.1, 0.1], [0.0, 0.3, 0.2], [-0.8, 0.3, -0.1], [1.2, -0.6, 0.1], [-1.1, -0.2, -0.6], [0.1, 0.1, 0.0], [0.0, 0.0, 0.1], [0.1, 0.0, 0.0], [-0.1, 0.0, -0.1], [-0.1, 0.0, 0.0], [0.0, -0.1, -0.1], [0.2, -0.3, -0.2], [0.1, -0.2, -0.4], [0.1, -0.1, 0.2], [-0.2, 0.3, 0.4], [0.1, 0.1, -0.1], [0.0, 0.1, -0.2], [-0.1, 0.2, 0.2], [0.0, -0.1, 0.1], [0.0, 0.1, -0.1], [0.0, 0.1, 0.0], [0.0, -0.1, 0.2], [0.1, -0.1, 0.0], [-0.1, 0.1, -0.2], [0.0, 0.1, -0.3], [0.1, -0.1, 0.0], [0.3, -0.1, -0.1], [0.3, 0.0, 0.3], [0.0, 0.0, 0.1], [-0.2, 0.0, 0.1], [-0.3, 0.0, 0.0], [-0.5, 0.2, -0.3], [0.0, 0.4, 0.0], [-0.1, 0.1, 0.2], [0.1, 0.3, 0.4], [0.2, 0.1, -0.1], [0.6, -0.3, -0.1], [0.0, 0.0, 0.4], [0.3, 0.0, 0.1], [0.2, 0.0, -0.3], [0.0, 0.0, -0.4], [-0.5, 0.1, 0.2], [-0.3, 0.1, -0.1]], "homo_lumo_gap_ev": [5.882, 4.480], "e_lumo_ev": [-4.157, -4.837], "total_energy_ev": -164636.3866, "total_charge": 1, "e_homo_ha": [-0.36894, -0.34240]}

=====

# 2
{"formula": "C49H33BrF9N3O13", "method": "ωB97M-V/def2-TZVPD", "species": ["C", "C", "C", "C", "N", "N", "C", "O", "C", "Br", "C", "N", "C", "C", "C", "F", "F", "C", "F", "F", "C", "F", "F", "C", "F", "F", "F", "H", "H", "H", "H", "H", "H", "H", "H", "H", "O", "C", "C", "C", "C", "O", "C", "C", "H", "H", "H", "H", "O", "C", "C", "C", "C", "O", "C", "C", "H", "H", "H", "H", "O", "C", "C", "C", "C", "O", "C", "C", "H", "H", "H", "H", "O", "C", "C", "C", "C", "O", "C", "C", "H", "H", "H", "H", "O", "C", "C", "C", "C", "O", "C", "C", "H", "H", "H", "H", "O", "C", "C", "C", "C", "O", "C", "C", "H", "H", "H", "H"], "positions_angstrom": [[2.083, 0.121, -0.626], [1.456, -0.784, 0.496], [1.308, -2.304, 0.091], [1.198, -3.066, 1.461], [0.998, -3.538, 2.481], [2.499, -2.843, -0.620], [3.228, -3.538, 0.092], [3.859, -4.349, 0.596], [-0.050, -2.624, -0.664], [-0.089, -4.612, -0.896], [-1.218, -2.286, 0.260], [-2.226, -1.985, 0.702], [-0.138, -2.000, -2.091], [-1.563, -2.124, -2.762], [-2.068, -0.779, -3.381], [-1.073, -0.130, -4.071], [-3.022, -1.121, -4.359], [-2.788, 0.168, -2.354], [-2.020, 0.226, -1.222], [-2.785, 1.444, -2.889], [-4.299, -0.181, -2.085], [-5.031, 0.370, -3.113], [-4.577, -1.513, -2.076], [-4.881, 0.433, -0.737], [-4.285, 1.572, -0.350], [-4.869, -0.519, 0.212], [-6.198, 0.724, -0.986], [2.727, -0.441, -1.345], [2.694, 0.967, -0.190], [1.237, 0.617, -1.174], [2.168, -0.748, 1.374], [0.500, -0.336, 0.859], [0.562, -2.594, -2.734], [0.211, -0.944, -2.161], [-2.349, -2.553, -2.100], [-1.479, -2.827, -3.628], [-6.310, 4.794, -5.102], [-6.777, 4.785, -3.981], [-7.296, 6.023, -3.354], [-7.806, 6.012, -2.123], [-7.879, 4.762, -1.331], [-8.345, 4.753, -0.210], [-7.360, 3.525, -1.959], [-6.850, 3.536, -3.189], [-7.235, 6.926, -3.947], [-8.189, 6.907, -1.648], [-7.421, 2.622, -1.367], [-6.467, 2.641, -3.664], [2.642, 2.945, -0.810], [2.476, 3.886, -0.059], [1.309, 3.945, 0.851], [1.125, 4.976, 1.673], [2.080, 6.108, 1.713], [1.913, 7.047, 2.464], [3.247, 6.049, 0.803], [3.431, 5.017, -0.019], [0.621, 3.109, 0.809], [0.277, 5.037, 2.345], [3.935, 6.884, 0.845], [4.278, 4.956, -0.690], [3.979, -0.594, 1.488], [4.891, -0.518, 2.294], [5.338, 0.790, 2.824], [6.335, 0.874, 3.702], [7.038, -0.337, 4.187], [7.945, -0.259, 4.989], [6.588, -1.644, 3.655], [5.591, -1.728, 2.777], [4.813, 1.664, 2.459], [6.676, 1.822, 4.100], [7.113, -2.518, 4.019], [5.249, -2.675, 2.378], [-8.122, 0.011, 3.534], [-6.970, 0.240, 3.839], [-5.964, 0.617, 2.820], [-4.699, 0.866, 3.155], [-4.244, 0.778, 4.561], [-3.091, 1.007, 4.867], [-5.250, 0.400, 5.582], [-6.515, 0.152, 5.246], [-6.313, 0.678, 1.798], [-3.951, 1.142, 2.423], [-4.900, 0.340, 6.604], [-7.263, -0.125, 5.978], [-7.046, -4.559, -7.611], [-6.112, -4.533, -6.835], [-5.595, -3.255, -6.294], [-4.568, -3.226, -5.444], [-3.902, -4.475, -5.006], [-2.966, -4.454, -4.230], [-4.418, -5.753, -5.547], [-5.444, -5.780, -6.396], [-6.096, -2.354, -6.626], [-4.180, -2.293, -5.041], [-3.918, -6.654, -5.216], [-5.835, -6.705, -6.801], [9.766, -2.193, 2.873], [10.901, -1.966, 3.240], [11.951, -1.554, 2.280], [13.196, -1.307, 2.683], [13.583, -1.432, 4.108], [14.718, -1.205, 4.475], [12.532, -1.844, 5.067], [11.287, -2.091, 4.664], [11.651, -1.468, 1.244], [13.977, -1.006, 1.997], [12.832, -1.931, 6.104], [10.506, -2.391, 5.350]], "forces_ev_per_angstrom": [[-0.5, 0.4, 0.2], [1.0, 0.4, 0.1], [-0.4, -0.3, 2.1], [-0.5, 1.5, -2.2], [0.1, -0.4, 0.8], [-0.4, 0.5, 1.1], [-1.2, 0.2, -2.0], [1.2, -0.4, 0.8], [0.3, -0.1, 0.6], [-0.3, 0.6, 0.0], [1.7, -0.3, -2.2], [-0.6, 0.2, 0.7], [-0.3, -0.2, -0.7], [0.5, 0.2, -0.5], [-0.2, -1.6, -0.4], [-0.9, -0.3, 1.1], [1.1, 1.1, 1.1], [1.0, 1.1, -1.1], [-0.9, -0.3, -0.6], [-0.1, -1.1, 0.6], [-0.8, 0.4, -0.3], [0.8, -0.5, 0.8], [0.6, 1.0, 0.0], [-1.3, -0.5, -0.4], [-0.2, -1.1, -0.1], [0.4, 1.2, -0.5], [1.2, -0.2, 0.4], [-0.5, 0.4, 0.6], [-0.8, -1.4, -0.4], [1.0, -0.4, 0.2], [-1.3, -0.3, -1.2], [0.4, -0.7, -0.4], [-0.4, 0.6, 0.8], [-0.2, -0.8, 0.6], [0.6, 0.4, -0.4], [-0.2, 0.7, 0.8], [-0.1, 0.0, 0.1], [0.1, 0.0, -0.2], [-0.1, 0.1, 0.2], [0.0, 0.1, -0.2], [-0.1, 0.0, 0.2], [0.1, 0.0, -0.1], [0.1, -0.1, -0.1], [0.0, -0.1, 0.2], [0.0, 0.0, 0.0], [0.0, 0.0, 0.0], [-0.1, 0.1, 0.0], [0.0, 0.0, 0.0], [0.0, 0.6, 0.0], [0.0, -0.1, -0.2], [-0.1, 0.1, 0.1], [-0.1, -0.2, -0.1], [0.0, 0.2, 0.2], [0.0, -0.1, -0.1], [0.1, -0.1, -0.1], [0.1, 0.2, 0.1], [0.0, 0.0, 0.0], [0.0, 0.0, 0.0], [0.0, 0.0, 0.0], [0.0, 0.0, 0.0], [1.0, 0.0, 0.3], [0.0, -0.1, 0.0], [0.0, 0.1, 0.1], [-0.1, 0.1, -0.1], [0.2, -0.1, 0.2], [-0.1, 0.0, -0.1], [-0.1, -0.2, -0.1], [0.1, -0.1, 0.0], [0.0, 0.0, 0.0], [0.0, 0.0, 0.0], [0.1, 0.1, 0.0], [0.0, 0.0, 0.0], [0.2, 0.0, 0.0], [-0.3, 0.0, -0.1], [0.2, 0.1, 0.0], [-0.2, 0.0, -0.1], [0.3, 0.0, 0.1], [-0.1, 0.0, 0.0], [-0.2, -0.1, 0.1], [0.1, 0.0, 0.2], [-0.1, 0.0, 0.1], [0.0, 0.0, 0.0], [0.0, 0.0, 0.0], [0.0, 0.0, 0.0], [0.1, 0.0, 0.1], [-0.2, 0.1, -0.2], [0.1, 0.0, 0.1], [-0.2, 0.3, -0.1], [0.0, 0.0, 0.0], [-0.1, -0.1, -0.1], [-0.1, -0.1, -0.1], [0.1, -0.1, 0.1], [0.0, 0.0, 0.0], [-0.4, -0.7, -0.3], [0.0, 0.0, 0.0], [0.0, 0.0, 0.0], [0.1, 0.0, 0.0], [-0.2, 0.0, 0.0], [0.2, 0.1, -0.1], [-0.1, 0.0, -0.2], [0.2, 0.1, 0.1], [-0.1, 0.0, -0.1], [-0.2, -0.1, 0.0], [0.1, 0.0, 0.2], [0.0, 0.0, 0.0], [0.0, 0.0, 0.0], [0.0, 0.0, 0.0], [0.0, 0.0, 0.0]], "smiles": "CC[C@](C#N)(N=C=O)[C@@](Br)(C#N)CCC(F)(F)C(F)(F)C(F)(F)C(F)(F)F.O=C1C=CC(=O)C=C1.O=C1C=CC(=O)C=C1.O=C1C=CC(=O)C=C1.O=C1C=CC(=O)C=C1.O=C1C=CC(=O)C=C1.O=C1C=CC(=O)C=C1", "homo_lumo_gap_ev": 8.346, "e_lumo_ev": -1.856, "total_energy_ev": -176927.0034, "e_homo_ha": -0.37491}

=====

# 3
{"formula": "C49H36LaN2O4P2S2", "method": "ωB97M-V/def2-TZVPD", "species": ["La", "C", "C", "N", "C", "C", "C", "C", "C", "C", "C", "C", "C", "N", "C", "H", "H", "H", "H", "H", "H", "H", "H", "O", "C", "C", "C", "C", "C", "C", "C", "P", "C", "C", "C", "C", "C", "C", "C", "C", "C", "C", "C", "C", "H", "H", "H", "H", "H", "H", "H", "H", "H", "H", "H", "H", "H", "H", "C", "C", "C", "C", "C", "C", "P", "C", "C", "C", "C", "C", "C", "C", "C", "C", "C", "C", "C", "H", "H", "H", "H", "H", "H", "H", "H", "H", "H", "H", "H", "H", "H", "O", "S", "O", "O", "S"], "positions_angstrom": [[-0.022, -0.112, -0.340], [1.735, 4.497, -0.712], [1.447, 3.247, -0.144], [1.776, 2.105, -0.704], [2.416, 2.127, -1.895], [2.762, 3.318, -2.528], [2.399, 4.522, -1.908], [3.447, 3.284, -3.803], [3.744, 2.115, -4.391], [3.380, 0.860, -3.771], [3.643, -0.388, -4.359], [3.261, -1.533, -3.717], [2.597, -1.421, -2.484], [2.332, -0.264, -1.926], [2.721, 0.862, -2.548], [1.424, 5.402, -0.210], [0.917, 3.188, 0.803], [2.638, 5.463, -2.392], [3.707, 4.224, -4.275], [4.252, 2.092, -5.348], [4.143, -0.426, -5.321], [3.437, -2.512, -4.141], [2.258, -2.303, -1.948], [-0.762, -0.992, 2.850], [-0.808, 0.070, 2.224], [-1.427, 1.271, 2.941], [-0.951, 1.811, 4.124], [-1.490, 3.001, 4.606], [-2.519, 3.632, 3.915], [-3.020, 3.075, 2.741], [-2.466, 1.900, 2.246], [-2.920, 0.990, 0.729], [-4.234, 2.009, -0.044], [-5.551, 1.572, -0.158], [-6.511, 2.351, -0.795], [-6.168, 3.587, -1.323], [-4.855, 4.030, -1.224], [-3.896, 3.245, -0.602], [-3.889, -0.398, 1.477], [-4.390, -0.353, 2.778], [-5.036, -1.450, 3.332], [-5.189, -2.617, 2.593], [-4.700, -2.672, 1.294], [-4.056, -1.571, 0.742], [-0.154, 1.299, 4.654], [-1.112, 3.437, 5.524], [-2.941, 4.555, 4.294], [-3.837, 3.555, 2.214], [-5.832, 0.611, 0.251], [-7.527, 1.984, -0.876], [-6.916, 4.192, -1.820], [-4.571, 4.982, -1.655], [-2.867, 3.581, -0.573], [-4.258, 0.539, 3.381], [-5.405, -1.396, 4.349], [-5.671, -3.481, 3.033], [-4.798, -3.576, 0.705], [-3.672, -1.627, -0.268], [-2.023, -6.279, 3.576], [-1.785, -4.970, 3.983], [-1.313, -4.024, 3.085], [-1.059, -4.383, 1.757], [-1.310, -5.691, 1.354], [-1.788, -6.637, 2.259], [-0.457, -3.108, 0.588], [-0.161, -4.055, -0.962], [-1.058, -3.849, -2.007], [-0.878, -4.472, -3.239], [0.211, -5.304, -3.437], [1.124, -5.513, -2.405], [0.938, -4.890, -1.180], [1.265, -2.799, 1.169], [2.011, -3.736, 1.890], [3.330, -3.454, 2.212], [3.895, -2.244, 1.801], [3.125, -1.331, 1.091], [1.774, -1.552, 0.771], [-2.394, -7.013, 4.282], [-1.975, -4.676, 5.009], [-1.143, -3.003, 3.404], [-1.135, -5.982, 0.326], [-1.975, -7.650, 1.925], [-1.882, -3.154, -1.878], [-1.574, -4.270, -4.043], [0.357, -5.777, -4.402], [1.985, -6.155, -2.555], [1.662, -5.038, -0.386], [1.566, -4.678, 2.197], [3.916, -4.171, 2.777], [4.929, -2.020, 2.042], [3.600, -0.399, 0.785], [-2.129, -0.155, -4.157], [-1.563, -0.042, -2.843], [-0.293, -0.835, -2.666], [-2.419, -0.523, -1.735], [-1.027, 1.870, -2.368]], "forces_ev_per_angstrom": [[0.0, 0.6, 0.1], [0.0, -0.1, 0.1], [0.0, 0.1, 0.1], [-0.1, -0.2, 0.0], [-0.1, -0.3, 0.1], [0.2, 0.2, -0.5], [0.0, 0.1, -0.1], [-0.2, 0.2, 0.4], [0.0, -0.4, 0.0], [0.2, 0.3, -0.4], [0.1, 0.0, -0.1], [-0.1, -0.1, 0.2], [0.0, 0.0, -0.1], [-0.1, 0.1, 0.1], [-0.2, 0.1, 0.5], [0.0, 0.0, 0.0], [0.0, 0.0, 0.0], [0.0, 0.0, 0.0], [0.0, 0.0, 0.0], [0.0, 0.0, 0.0], [0.0, 0.0, 0.0], [0.0, 0.0, 0.0], [0.0, 0.0, 0.0], [0.0, 0.1, 0.1], [0.1, 0.1, 0.9], [0.2, -0.3, -0.5], [0.0, 0.2, 0.2], [0.0, -0.1, -0.1], [0.0, 0.0, 0.0], [0.0, 0.0, 0.0], [-0.1, 0.3, -0.1], [-0.3, 0.0, 0.2], [0.0, 0.1, 0.1], [-0.1, 0.0, 0.0], [0.1, 0.0, 0.0], [0.0, 0.0, 0.0], [0.0, 0.0, 0.0], [0.1, 0.0, 0.0], [0.1, 0.0, 0.0], [0.0, 0.0, 0.1], [0.0, 0.0, -0.1], [0.0, 0.1, 0.0], [0.0, 0.1, 0.1], [0.0, -0.1, -0.1], [0.0, 0.0, 0.0], [0.0, 0.0, 0.0], [0.0, 0.0, 0.0], [0.0, 0.0, 0.0], [0.0, 0.0, 0.0], [0.0, 0.0, 0.0], [0.0, 0.0, 0.0], [0.0, 0.0, 0.0], [0.0, 0.0, 0.0], [0.0, 0.0, -0.1], [0.0, 0.0, 0.0], [0.0, 0.0, 0.0], [0.0, 0.0, 0.0], [0.0, 0.0, 0.0], [0.0, 0.1, 0.0], [0.0, 0.0, -0.1], [0.0, -0.1, 0.0], [-0.2, 0.0, -0.1], [-0.1, -0.1, 0.1], [0.0, 0.1, -0.1], [0.6, -0.1, 0.2], [0.0, -0.1, 0.0], [-0.1, 0.0, -0.1], [0.0, 0.0, 0.1], [0.0, 0.0, 0.0], [-0.1, 0.1, 0.0], [0.0, 0.0, 0.1], [-0.1, -0.1, 0.0], [0.0, 0.0, 0.0], [0.0, 0.1, 0.0], [-0.2, -0.1, 0.0], [0.0, 0.0, 0.1], [0.4, -0.5, 0.1], [0.0, 0.0, 0.0], [0.0, 0.0, 0.0], [0.0, 0.0, 0.0], [0.0, 0.0, 0.0], [0.0, 0.0, 0.0], [0.0, 0.0, 0.0], [0.0, 0.0, 0.0], [0.0, 0.0, 0.0], [0.0, 0.0, 0.0], [0.0, 0.0, 0.0], [0.0, 0.0, 0.0], [0.0, 0.0, 0.0], [0.0, 0.0, 0.0], [0.0, 0.0, 0.0], [-0.1, 0.0, -0.1], [0.1, -0.2, -0.3], [0.0, 0.0, -0.7], [-0.2, 0.0, 0.1], [-0.1, -0.1, -0.3]], "homo_lumo_gap_ev": 5.917, "e_lumo_ev": 1.913, "de_lowest_kj_mol": 0.0, "total_energy_ev": -103680.0531, "total_charge": -1, "e_homo_ha": -0.14713}